Formula: C38H42FIrN2O5P2S
Source: the Open Molecules 2025 dataset
Level of theory: ωB97M-V with the def2-TZVPD basis set

Geometry as XYZ:
```
92
Properties=species:S:1:pos:R:3:forces:R:3
Ir -0.4823 0.1193 -0.3863 0.085 -1.785 -0.321
C 0.7790 3.1399 -0.3568 -0.275 -0.136 0.123
C 0.9192 2.8334 -1.8447 -0.127 -0.335 0.136
P 0.9712 1.0160 -2.2154 0.050 1.097 1.655
C 2.6221 0.3820 -1.8058 -0.421 -0.307 0.225
C 2.7636 -1.0028 -1.6954 -0.088 0.173 -0.024
C 4.0147 -1.5565 -1.4955 0.035 -0.112 -0.082
C 5.1319 -0.7370 -1.4032 -0.078 0.072 -0.026
C 4.9869 0.6404 -1.4692 0.111 -0.021 0.035
C 3.7366 1.2007 -1.6658 -0.245 0.112 -0.077
C 0.9451 1.0245 -4.0354 -0.726 -0.597 0.313
C 1.8987 0.3171 -4.7672 0.139 -0.136 0.239
C 1.9334 0.4238 -6.1452 0.088 0.014 -0.087
C 1.0140 1.2174 -6.8119 -0.056 -0.020 0.161
C 0.0391 1.8915 -6.0898 -0.040 0.068 0.013
C -0.0107 1.7819 -4.7127 -0.121 0.033 0.084
P -0.7771 2.4122 0.3359 1.033 0.184 -1.532
C -0.8624 3.0391 2.0439 0.035 -0.977 0.061
C -1.2164 2.2024 3.0964 0.079 0.017 -0.097
C -1.3716 2.7231 4.3715 -0.053 -0.024 0.074
C -1.1926 4.0800 4.5941 -0.017 -0.129 -0.074
C -0.8458 4.9140 3.5411 0.027 0.011 -0.001
C -0.6814 4.4021 2.2692 0.063 -0.115 -0.285
C -2.2052 3.2525 -0.4128 0.155 -0.664 -0.033
C -3.4287 2.6028 -0.2544 0.170 -0.038 -0.055
C -4.5977 3.2138 -0.6655 -0.049 -0.006 0.009
C -4.5490 4.4748 -1.2406 0.005 -0.063 0.003
C -3.3339 5.1240 -1.3940 0.022 0.106 -0.005
C -2.1563 4.5197 -0.9854 0.091 -0.113 0.028
H 0.8167 4.2190 -0.1885 -0.013 -0.090 0.022
H 1.5936 2.6814 0.2157 -0.068 0.087 0.040
H 1.8092 3.3150 -2.2598 -0.105 -0.129 -0.091
H 0.0503 3.2249 -2.3821 0.124 -0.017 -0.079
H 1.8901 -1.6370 -1.7768 -0.021 -0.150 -0.011
H 4.1232 -2.6283 -1.4191 -0.002 -0.092 -0.043
H 6.1141 -1.1692 -1.2893 0.080 -0.051 0.072
H 5.8504 1.2828 -1.3765 0.042 0.027 -0.013
H 3.6384 2.2723 -1.7275 0.052 0.167 -0.026
H 2.6272 -0.2997 -4.2641 0.075 -0.043 0.007
H 2.6893 -0.1089 -6.7021 0.052 -0.058 -0.008
H 1.0450 1.3003 -7.8877 0.015 0.015 -0.068
H -0.6835 2.5055 -6.6025 -0.116 0.043 -0.043
H -0.7958 2.2818 -4.1662 -0.128 0.110 0.011
H -1.3843 1.1505 2.9097 -0.040 -0.131 0.067
H -1.6439 2.0714 5.1891 -0.047 -0.022 0.036
H -1.3396 4.4894 5.5811 0.032 0.031 0.101
H -0.7016 5.9697 3.7020 -0.011 0.137 0.065
H -0.4316 5.0657 1.4548 0.010 0.108 -0.032
H -3.4498 1.6154 0.1877 -0.152 -0.102 0.055
H -5.5426 2.7128 -0.5276 -0.095 -0.062 -0.030
H -5.4603 4.9480 -1.5744 -0.048 0.065 0.020
H -3.3042 6.1165 -1.8173 0.020 0.053 -0.088
H -1.2204 5.0435 -1.1090 0.129 0.080 -0.004
F -1.7786 -7.2549 0.0855 0.057 -0.253 0.097
C -2.5212 -6.1624 0.1947 0.015 0.924 -0.730
C -2.4298 -5.1874 -0.7453 0.419 -1.817 0.876
N -3.1666 -4.0555 -0.6675 -0.900 0.851 0.717
C -3.0348 -2.9916 -1.6175 0.108 0.785 0.142
C -2.0750 -1.8859 -1.1365 -1.050 -1.510 -0.306
O -2.1457 -0.7785 -1.7076 1.002 2.609 0.142
O -1.2605 -2.1034 -0.2179 1.417 0.877 0.664
C -3.9827 -3.7884 0.4507 0.704 -0.543 -0.777
O -4.5198 -2.7217 0.5831 -0.387 0.813 0.137
N -4.1000 -4.8227 1.3345 -0.337 0.067 0.415
C -3.4184 -6.0437 1.3553 0.408 0.060 -0.563
O -3.5681 -6.8399 2.2371 -0.014 -0.170 0.149
H -1.7640 -5.2968 -1.5896 -0.007 -0.036 -0.020
H -4.0036 -2.4994 -1.7563 0.188 -0.202 -0.138
H -2.6711 -3.3768 -2.5729 -0.081 0.046 0.071
H -4.7371 -4.6638 2.1125 0.180 -0.013 -0.198
C 3.7832 -3.8508 1.8101 0.045 0.048 0.171
C 3.8521 -2.6607 2.7611 0.010 -0.256 -0.132
C 3.4173 -1.3710 2.0845 -0.428 0.009 -0.011
S 1.5866 -1.4474 1.9341 0.689 -0.394 1.230
O 1.2644 -0.2813 1.0215 -1.338 2.346 -1.978
C 1.1348 -0.7937 3.6083 0.046 -0.460 -0.127
C 0.1416 -1.6987 4.3272 -0.138 -0.183 -0.073
C -0.8768 -2.3274 3.3800 0.062 -0.063 0.287
H 3.9135 -4.7768 2.3616 0.003 -0.131 -0.039
H 4.5762 -3.7879 1.0690 0.043 -0.010 -0.128
H 2.8239 -3.8912 1.2952 -0.052 -0.100 -0.054
H 4.8754 -2.5520 3.1240 -0.085 0.122 0.098
H 3.2211 -2.8517 3.6326 0.064 0.027 0.155
H 3.8095 -1.2919 1.0697 -0.142 0.003 0.005
H 3.6876 -0.4789 2.6462 -0.140 0.111 -0.021
H 0.6972 0.1820 3.3996 0.119 0.047 -0.207
H 2.0436 -0.6619 4.1911 0.097 0.083 -0.075
H -0.3812 -1.1043 5.0812 0.154 0.007 0.013
H 0.6776 -2.4866 4.8590 -0.042 0.028 0.043
H -1.2936 -1.5883 2.6970 -0.144 0.093 -0.139
H -1.6936 -2.7643 3.9460 -0.121 -0.050 -0.011
H -0.4175 -3.1170 2.7899 -0.098 -0.055 -0.103
```
Forces are in eV/Å.

The value obtained for the total energy is -88261.0918 eV. The orbital gap is 4.98 eV. Its charge is +2. For the energy above the lowest of the compared OMol25 structures with the same formula, charge and spin, the calculation gives 68.3 kcal/mol.